This record from the OMol25 dataset describes a structure of composition C40H102N7O19 at a distorted geometry. The level of theory is ωB97M-V/def2-TZVPD.

Each line ends with the Mulliken charge.
Geometry (Å):
C  3.1766  0.9200  -5.2331  -1.687
C  2.1501  1.2253  -4.1388  0.753
C  0.9832  1.9176  -4.8709  -1.361
O  -0.0461  2.3402  -3.9956  0.015
C  -1.1481  3.0850  -4.5739  -0.736
N  1.7534  -0.1180  -3.5609  0.106
H  2.6404  -0.4713  -3.1413  -0.331
H  0.5580  -0.5072  -1.4682  -0.216
H  1.6901  -0.8223  -4.2801  0.180
H  3.5804  1.8681  -5.6599  0.450
H  2.6930  0.3626  -6.0834  0.398
H  3.9677  0.3105  -4.7920  0.262
H  2.6495  1.7670  -3.3351  0.272
H  0.5731  1.2161  -5.5985  0.354
H  1.3590  2.7788  -5.3667  0.549
H  -0.7272  3.9410  -5.1354  0.343
H  -1.6823  3.5057  -3.7262  0.113
H  -1.8093  2.5377  -5.2699  0.233
C  -6.0327  -3.3394  -3.7602  -1.387
C  -4.8127  -2.5760  -3.1873  0.656
C  -3.6066  -3.5531  -2.9518  -0.837
O  -2.3803  -2.8773  -2.9640  -0.487
C  -2.0041  -2.6247  -1.5823  0.137
N  -4.3209  -1.6195  -4.3000  -0.191
H  -3.3041  -1.4980  -4.2268  0.215
H  -4.5142  -1.9908  -5.2308  0.383
H  -4.7323  -0.7054  -4.2576  0.393
H  -5.7836  -3.8821  -4.6315  0.412
H  -6.8093  -2.5696  -4.0531  0.387
H  -6.3567  -3.9865  -2.9549  0.389
H  -4.9467  -1.9054  -2.3204  0.058
H  -3.6216  -4.2934  -3.7905  0.462
H  -3.8460  -4.0059  -2.0099  0.401
H  -1.2299  -1.8888  -1.5792  -0.458
H  -1.6339  -3.5650  -1.1990  0.405
H  -2.8039  -2.1672  -1.0397  0.436
C  1.9502  6.1669  -0.3036  -1.955
C  0.8334  5.1547  -0.5524  2.389
C  -0.2292  5.8760  -1.3551  -1.178
O  -1.4336  5.1334  -1.4872  -0.300
C  -2.0841  4.8397  -0.2734  -0.507
N  1.2536  3.8944  -1.0681  0.515
H  2.6574  4.0728  -2.5355  0.156
H  1.5889  3.2951  -0.3134  -0.225
H  0.4445  3.4429  -1.4628  -0.142
H  1.5894  7.1607  -0.0140  0.521
H  2.5214  6.3537  -1.2013  0.363
H  2.5442  5.8691  0.5657  0.367
H  0.4103  5.0244  0.4177  -1.472
H  0.1679  6.1149  -2.3468  0.359
H  -0.3562  6.8351  -0.8980  0.507
H  -3.0450  4.3923  -0.5755  0.305
H  -2.3387  5.7029  0.3215  0.387
H  -1.6176  3.9893  0.2351  0.064
C  3.7098  0.8327  0.7663  0.061
C  4.6012  -0.0768  1.6184  -0.316
C  4.1850  -0.0239  3.0819  -1.052
O  2.7535  -0.1321  3.2444  -0.141
C  2.3140  0.1770  4.5136  -0.711
N  4.7869  -1.4303  0.9604  -0.065
H  5.3291  -1.0372  -0.1456  0.527
H  5.2383  -2.0114  1.6553  0.320
H  3.8521  -1.8269  0.8679  0.007
H  3.6682  1.8696  1.1783  0.549
H  2.7101  0.4899  0.7833  -0.708
H  4.1081  0.8216  -0.2557  0.262
H  5.6061  0.3540  1.5780  0.262
H  4.4505  0.9927  3.4404  0.620
H  4.7877  -0.7609  3.6606  0.276
H  3.0669  0.7190  5.0520  0.545
H  2.1113  -0.6886  5.1701  0.235
H  1.3575  0.7309  4.5653  -0.012
C  3.4919  -4.2445  -0.8761  -0.891
C  2.8008  -4.3623  -2.2042  0.019
C  1.5885  -3.5007  -2.3941  2.136
O  1.0738  -3.7549  -3.7507  -0.485
C  0.1588  -4.8510  -3.9354  -0.812
N  3.8662  -3.9525  -3.2273  -0.075
H  4.1142  -2.9278  -3.0491  0.160
H  4.6433  -4.5506  -3.1139  0.398
H  3.5704  -3.9868  -4.1901  0.451
H  4.1549  -5.0843  -0.7460  0.564
H  2.7634  -4.2438  -0.0744  0.089
H  4.0748  -3.2899  -0.8683  -0.104
H  2.5249  -5.3645  -2.4572  0.480
H  1.9572  -2.5028  -2.4545  -0.984
H  0.8777  -3.6767  -1.6150  -0.696
H  0.5574  -5.7321  -4.3938  0.358
H  -0.6755  -4.5590  -4.5741  0.254
H  -0.3013  -5.1879  -3.0164  0.295
C  -6.0760  -3.0565  3.7677  -1.569
C  -4.7520  -2.3803  3.4970  0.927
C  -3.7025  -2.7294  4.5358  -1.148
O  -2.5445  -1.9497  4.3013  0.380
C  -1.6588  -1.9125  5.4393  -0.858
N  -4.3146  -2.7617  2.1394  -0.448
H  -3.2457  -4.0785  1.2133  0.514
H  -4.9436  -2.3507  1.4373  0.225
H  -3.4745  -2.2071  1.9750  0.014
H  -6.7628  -2.5845  3.0704  0.412
H  -6.2241  -2.7144  4.8000  0.408
H  -6.0357  -4.1515  3.7098  0.309
H  -4.9467  -1.2519  3.5710  -0.100
H  -3.3920  -3.7902  4.5642  0.408
H  -4.1618  -2.5781  5.5360  0.500
H  -1.2347  -2.9089  5.5225  0.446
H  -2.1397  -1.6523  6.3866  0.421
H  -0.9089  -1.1059  5.3445  -0.132
C  -3.6843  1.1437  4.3309  -0.863
C  -3.0645  2.4189  3.8200  -0.022
C  -1.5951  2.2573  3.5021  0.497
O  -1.3116  3.2305  2.4489  0.165
C  -0.3001  4.1463  2.7606  -1.085
N  -3.7608  2.6729  2.4764  -0.002
H  -3.7294  1.9013  1.6780  0.367
H  -4.7610  2.8378  2.7305  0.448
H  -3.2941  3.4871  2.0529  0.287
H  -4.7780  1.3089  4.3946  0.552
H  -3.2331  0.9447  5.3242  0.161
H  -3.5241  0.3605  3.6141  -0.218
H  -3.2547  3.3100  4.4254  0.149
H  -1.4931  1.2334  3.1158  -0.930
H  -0.9838  2.3935  4.3971  0.767
H  -0.5050  4.6821  3.6830  0.432
H  -0.1340  4.8698  1.9843  0.256
H  0.6085  3.5704  2.9475  0.352
C  0.0129  1.0746  7.8583  -0.874
C  -1.1862  1.7176  7.2770  0.743
O  -1.0122  2.6131  6.3822  -0.756
O  -2.2630  1.2138  7.6338  -0.721
H  -0.0176  0.9604  8.9491  0.346
H  0.8632  1.7111  7.6863  0.304
H  0.1498  0.1232  7.3803  0.045
C  6.4723  -0.5199  -3.4312  -1.253
C  5.5314  -0.8885  -2.3140  0.691
O  5.9123  -0.6145  -1.1091  -0.689
O  4.4638  -1.4862  -2.5500  -0.667
H  7.4851  -0.7934  -3.1067  0.406
H  6.4648  0.5579  -3.3980  0.290
H  6.2383  -0.9879  -4.3798  0.307
C  -0.1734  -4.7643  1.4200  -0.932
C  -1.4011  -3.9699  1.2507  0.473
O  -2.4510  -4.7219  1.0103  -0.580
O  -1.3390  -2.7473  1.4028  -0.162
H  0.3494  -4.7865  0.4672  -0.088
H  -0.3413  -5.7991  1.7774  0.454
H  0.4662  -4.1627  2.0975  0.156
C  -2.8335  1.0346  -1.6266  0.686
C  -3.7591  0.4763  -0.7370  -0.379
O  -4.0144  1.0499  0.3155  -0.981
O  -4.2325  -0.6414  -1.0626  -0.797
H  -2.5525  0.3898  -2.4421  -0.082
H  -1.9810  1.2961  -1.0037  -0.392
H  -3.3380  1.9760  -1.9318  0.467
C  5.2260  4.0638  -1.8868  -0.544
C  4.5285  4.5018  -3.2411  0.842
O  4.9991  4.9772  -4.2652  -0.626
O  3.2201  4.3014  -3.3527  -0.329
H  6.1766  4.5390  -1.8259  0.370
H  5.3277  2.9894  -1.9601  -0.058
H  4.5394  4.3826  -1.1013  0.193
C  0.2740  -0.2042  1.6894  -0.169
C  0.8366  -0.8548  0.4418  -0.375
O  1.7471  -1.6203  0.3111  0.026
O  0.1002  -0.3367  -0.6083  -0.003
H  0.8236  -0.5404  2.5537  0.077
H  -0.7888  -0.3277  1.8154  0.304
H  0.4361  0.8591  1.4384  0.217

Properties
**Relative energy (zero: lowest compared OMol25 entry of this formula, charge and spin)**: 143.0 kJ/mol
**Spin multiplicity**: 1
**Maximum force**: 3.878 eV/A
**Total charge**: +1
**HOMO**: -8.28 eV
**E**: -92458.1950 eV